The following is a quantum chemistry calculation of a molecular structure, C38H33IrN2O2P2, from OMol25.

CARTESIAN COORDINATES (ANGSTROEM)
Ir 0.8892 0.9365 1.3273
O 4.3277 2.8151 0.9359
C 3.1677 2.5773 1.0247
O 2.6708 1.3138 0.8782
C 2.1036 3.5791 1.3196
C 2.2913 4.9350 1.1616
C 1.2250 5.7798 1.4293
C 0.0292 5.2339 1.8717
C -0.0816 3.8628 2.0089
N 0.9391 3.0421 1.7191
H 3.2592 5.2938 0.8388
H 1.3262 6.8494 1.3011
H -0.8166 5.8626 2.1129
H -0.9917 3.4059 2.3628
C 0.2780 -1.2943 -1.1259
N -1.0839 -1.5450 -0.7534
C -1.7708 -0.5936 0.0634
P -1.0693 1.0876 0.1845
C -2.4020 1.8997 1.0734
C -2.7943 1.3886 2.3173
C -3.8106 2.0053 3.0284
C -4.4204 3.1431 2.5143
C -4.0081 3.6733 1.2979
C -2.9934 3.0624 0.5768
C -0.9368 1.8060 -1.4474
C 0.1919 2.5427 -1.8096
C 0.2581 3.1271 -3.0655
C -0.7912 2.9629 -3.9593
C -1.9069 2.2125 -3.6065
C -1.9893 1.6380 -2.3489
C -1.6641 -2.8169 -0.9414
C -1.3720 -3.5491 -2.0956
C -1.9742 -4.7747 -2.3066
C -2.8706 -5.2898 -1.3765
C -3.1545 -4.5668 -0.2264
C -2.5621 -3.3336 -0.0075
P 1.3713 -1.1832 0.3805
C 1.1810 -2.8226 1.0823
C 1.5817 -3.9320 0.3356
C 1.3938 -5.2002 0.8563
C 0.8175 -5.3660 2.1124
C 0.4239 -4.2642 2.8556
C 0.6042 -2.9888 2.3386
C 2.9919 -1.1136 -0.4164
C 4.0727 -1.7191 0.2205
C 5.3551 -1.5588 -0.2849
C 5.5602 -0.7948 -1.4227
C 4.4859 -0.1827 -2.0566
C 3.2060 -0.3333 -1.5530
H 0.3953 -0.3557 -1.6687
H 0.6514 -2.1091 -1.7373
H -1.7785 -0.9207 1.1235
H -2.8192 -0.5030 -0.2347
H -2.3082 0.5149 2.7389
H -4.1254 1.6028 3.9822
H -5.2193 3.6204 3.0668
H -4.4804 4.5654 0.9075
H -2.6732 3.4832 -0.3678
H 1.0189 2.6475 -1.1184
H 1.1272 3.7069 -3.3481
H -0.7424 3.4225 -4.9381
H -2.7151 2.0752 -4.3124
H -2.8702 1.0672 -2.0765
H -0.7212 -3.1374 -2.8570
H -1.7611 -5.3219 -3.2153
H -3.3500 -6.2433 -1.5527
H -3.8364 -4.9682 0.5115
H -2.7775 -2.8014 0.9104
H 2.0487 -3.8095 -0.6344
H 1.7066 -6.0642 0.2847
H 0.6849 -6.3622 2.5143
H -0.0099 -4.3959 3.8381
H 0.3083 -2.1227 2.9226
H 3.9206 -2.3034 1.1204
H 6.1931 -2.0245 0.2161
H 6.5598 -0.6718 -1.8180
H 4.6516 0.4205 -2.9395
H 2.3840 0.1751 -2.0437

The value obtained for the LUMO energy is -8.5 eV. The calculation puts the relative energy (zero: lowest compared OMol25 entry of this formula, charge and spin) at 1.175 eV. Its charge is +2. The value obtained for the total energy is -2514.3769 Ha.

---

The following is a quantum chemistry calculation of a molecular structure, C38H34Br4ClMgN5O2SSe, from OMol25.

CARTESIAN COORDINATES (ANGSTROEM)
Mg 0.3568 -0.1598 -0.6958
Br -3.2209 -6.1050 -1.3031
C -2.3614 -4.4541 -1.6626
C -2.3647 -3.9228 -2.9367
Br -3.2188 -4.8332 -4.3642
C -1.7345 -2.6926 -3.1765
Br -1.7465 -1.8668 -4.8814
C -1.0733 -1.9923 -2.1684
O -0.5243 -0.8350 -2.3309
C -1.0335 -2.5667 -0.8433
O -0.3768 -1.8874 0.0728
C -1.7056 -3.7605 -0.6263
Br -1.7751 -4.4115 1.1568
C -3.4433 0.6616 -1.5005
C -2.7250 1.4336 -2.5669
C -3.2799 1.6297 -3.8259
C -2.6000 2.3317 -4.8081
C -1.3462 2.8570 -4.5386
C -0.7536 2.6854 -3.2925
C 0.6081 3.2448 -2.9894
C -1.4599 1.9694 -2.3282
N -0.8472 1.7258 -1.0614
C -0.9971 2.5421 -0.1048
C -1.7831 3.8162 -0.1750
C -0.3127 2.1881 1.1967
C -0.4060 3.1746 2.3226
N 0.3066 1.0810 1.2466
C 0.9675 0.7111 2.4630
C 0.2900 -0.1268 3.3483
C -1.1082 -0.5838 3.0554
C 0.9542 -0.5049 4.5116
C 2.2430 -0.0745 4.7749
C 2.8847 0.7732 3.8836
C 2.2543 1.1897 2.7186
C 2.9328 2.1379 1.7718
H -4.4407 0.3721 -1.8268
H -3.5543 1.2230 -0.5705
H -2.8955 -0.2467 -1.2417
H -4.2535 1.2026 -4.0345
H -3.0431 2.4596 -5.7884
H -0.8051 3.4010 -5.3050
H 1.0173 3.7422 -3.8695
H 1.2976 2.4588 -2.6743
H 0.5669 3.9794 -2.1788
H -2.2007 3.9516 -1.1695
H -1.1436 4.6682 0.0652
H -2.6005 3.7991 0.5478
H -1.4501 3.3797 2.5610
H 0.0549 4.1197 2.0262
H 0.0914 2.7996 3.2128
H -1.8404 0.2159 3.1977
H -1.3956 -1.4043 3.7120
H -1.2206 -0.9234 2.0247
H 0.4498 -1.1726 5.2009
H 2.7555 -0.4104 5.6685
H 3.8995 1.1031 4.0766
H 3.9858 2.2412 2.0352
H 2.4762 3.1327 1.8183
H 2.8641 1.7880 0.7405
Se -4.7084 -0.4903 1.8630
C -5.0551 1.2688 2.3914
C -6.2933 1.7147 2.8934
C -6.4702 3.0298 3.2729
N -5.5314 3.9826 3.2121
C -4.3521 3.5689 2.7362
C -4.0736 2.2802 2.3269
H -7.1119 1.0112 2.9799
H -7.4370 3.3487 3.6568
H -3.5764 4.3331 2.6831
H -3.0893 2.0166 1.9558
Cl 2.5056 0.5187 -1.4032
N 1.0563 -3.0178 2.2064
C 2.3387 -2.6393 2.2413
N 2.8510 -1.7609 1.4436
C 4.1822 -1.5526 1.7282
C 5.0121 -0.6573 1.0548
C 6.3267 -0.5199 1.4683
C 6.8338 -1.2603 2.5379
C 6.0230 -2.1643 3.2104
C 4.7081 -2.3035 2.7958
S 3.4550 -3.3302 3.4390
H 0.4775 -2.6921 1.4159
H 0.7521 -3.8297 2.7098
H 4.5985 -0.0948 0.2263
H 6.9749 0.1766 0.9497
H 7.8649 -1.1335 2.8446
H 6.4100 -2.7440 4.0396

The value obtained for the LUMO energy is 3.7 eV. The calculation puts the relative energy (zero: lowest compared OMol25 entry of this formula, charge and spin) at 0.000 eV. Its charge is -2. The value obtained for the total energy is -15649.0366 Ha.